Arrangement A

{
  "formula": "C3H3O4P",
  "method": "ωB97M-V/def2-TZVPD",
  "lumo_ev": 0.06,
  "e_homo_ha": -0.34503,
  "homo_lumo_gap_ha": 0.3472,
  "symbols": ["C", "C", "C", "O", "O", "O", "O", "P", "H", "H", "H"],
  "coordinates": [[0.636, 1.167, -0.264], [-0.400, -0.793, -0.091], [-0.602, 0.542, 0.209], [0.916, 2.336, -0.444], [2.241, -1.042, 0.689], [-1.003, -1.905, 0.093], [-1.609, 1.168, 0.646], [1.395, -0.569, -0.437], [1.513, -1.085, -1.745], [-1.804, -1.840, 0.528], [-1.283, 2.020, 0.816]]
}

=====

Arrangement B

{
  "formula": "C3H3O4P",
  "method": "ωB97M-V/def2-TZVPD",
  "lumo_ev": -0.44,
  "e_homo_ha": -0.31009,
  "homo_lumo_gap_ha": 0.2938,
  "symbols": ["C", "C", "C", "O", "O", "O", "O", "P", "H", "H", "H"],
  "coordinates": [[-1.424, -0.599, -1.571], [-0.528, 0.257, 1.914], [-0.165, -0.835, -1.877], [-2.471, -0.070, -1.513], [-0.119, 1.632, -0.420], [-0.749, 1.323, 2.361], [0.594, -1.817, -2.371], [0.165, 0.153, 0.030], [-0.379, -0.601, 2.648], [-1.026, 2.040, -0.080], [1.460, -1.582, -2.317]]
}

=====

Name the least stable of them. arrangement B.

=====

Arrangement A

{
  "formula": "C3H12N2O2",
  "method": "ωB97M-V/def2-TZVPD",
  "lumo_ev": [-4.08, -7.65],
  "total_charge": 1,
  "spin_multiplicity": 2,
  "e_homo_ha": [-0.54121, -0.54363],
  "homo_lumo_gap_ha": [0.3911, 0.2625],
  "symbols": ["C", "C", "C", "N", "N", "H", "H", "H", "H", "H", "H", "H", "H", "H", "H", "O", "H", "H", "O"],
  "coordinates": [[0.533, 1.701, 1.807], [-0.183, 0.499, 1.374], [0.381, -0.758, 1.492], [0.061, -1.863, 0.731], [-1.211, 0.622, 0.378], [-0.172, 2.534, 2.024], [1.129, 1.484, 2.684], [1.288, 2.049, 1.126], [1.177, -0.930, 2.228], [0.424, -1.895, -0.271], [-0.149, -2.757, 1.153], [-2.103, 0.992, 0.699], [-1.392, -0.374, 0.242], [0.385, -1.473, -2.245], [-0.928, -2.027, -2.688], [-0.077, -2.322, -2.333], [0.426, 1.556, -1.512], [0.000, 2.811, -1.993], [0.547, 2.081, -2.320]]
}

=====

Arrangement B

{
  "formula": "C3H12N2O2",
  "method": "ωB97M-V/def2-TZVPD",
  "lumo_ev": [-4.15, -8.52],
  "total_charge": 1,
  "spin_multiplicity": 2,
  "e_homo_ha": [-0.49436, -0.49436],
  "homo_lumo_gap_ha": [0.3419, 0.1811],
  "symbols": ["C", "C", "N", "C", "N", "H", "H", "H", "H", "H", "H", "H", "H", "H", "H", "O", "H", "H", "O"],
  "coordinates": [[0.706, 2.186, -1.142], [-0.616, 1.659, -0.508], [-2.388, 0.607, 1.777], [-1.086, 0.255, 1.455], [-0.394, 0.627, 0.472], [0.947, 3.223, -0.938], [0.481, 2.180, -2.213], [1.544, 1.503, -1.097], [-1.208, 1.343, -1.369], [-1.136, 2.463, 0.027], [-2.699, 1.547, 1.551], [-2.501, 0.446, 2.776], [-0.754, -0.661, 1.962], [6.553, -2.421, 1.378], [5.636, -1.662, 0.447], [6.546, -1.684, 0.758], [-2.993, -3.557, -2.294], [-3.021, -2.109, -1.923], [-3.551, -2.774, -2.382]]
}

=====

Name the least stable of them. arrangement B.

=====

Arrangement A

{
  "formula": "C6H4O",
  "method": "ωB97M-V/def2-TZVPD",
  "lumo_ev": -0.88,
  "e_homo_ha": -0.39120,
  "homo_lumo_gap_ha": 0.3589,
  "symbols": ["C", "C", "C", "C", "O", "C", "C", "H", "H", "H", "H"],
  "coordinates": [[-1.892, 0.242, -0.433], [-0.591, -1.554, -1.316], [-0.544, -0.524, -0.512], [0.492, 0.169, 0.304], [0.126, 1.152, 0.916], [1.892, -0.213, 0.445], [3.053, -0.265, 0.768], [-1.847, 1.088, -1.123], [-2.050, 0.656, 0.572], [-2.724, -0.411, -0.673], [4.085, -0.340, 1.051]]
}

=====

Arrangement B

{
  "formula": "C6H4O",
  "method": "ωB97M-V/def2-TZVPD",
  "lumo_ev": -0.01,
  "e_homo_ha": -0.36087,
  "homo_lumo_gap_ha": 0.3605,
  "symbols": ["C", "C", "C", "C", "O", "C", "C", "H", "H", "H", "H"],
  "coordinates": [[-2.401, -0.173, -0.719], [-1.079, 0.258, -0.279], [0.056, 0.502, 0.052], [1.380, 0.595, 0.601], [1.859, 1.584, 1.091], [1.751, -1.169, 0.520], [2.849, -0.565, 0.521], [-2.823, 0.523, -1.449], [-3.087, -0.240, 0.132], [-2.328, -1.165, -1.176], [3.822, -0.149, 0.706]]
}

=====

Name the least stable of them. arrangement B.

=====

Arrangement A

{
  "formula": "C6H4O",
  "method": "ωB97M-V/def2-TZVPD",
  "lumo_ev": -0.33,
  "e_homo_ha": -0.32349,
  "homo_lumo_gap_ha": 0.3112,
  "symbols": ["C", "C", "C", "C", "C", "C", "O", "H", "H", "H", "H"],
  "coordinates": [[-2.746, 1.694, -0.593], [-1.741, 0.916, -0.332], [-0.421, 0.504, 0.080], [-0.213, -0.812, 0.370], [1.181, -1.023, 0.260], [1.709, 0.196, -0.022], [0.737, 1.141, -0.160], [-1.942, -0.126, -0.681], [-0.988, -1.466, 0.752], [1.703, -1.959, 0.379], [2.720, 0.559, -0.069]]
}

=====

Arrangement B

{
  "formula": "C6H4O",
  "method": "ωB97M-V/def2-TZVPD",
  "lumo_ev": 0.54,
  "e_homo_ha": -0.34010,
  "homo_lumo_gap_ha": 0.3598,
  "smiles": "C#CC=C=C1CO1",
  "symbols": ["C", "C", "C", "C", "C", "C", "O", "H", "H", "H", "H"],
  "coordinates": [[3.563, 0.423, 0.127], [2.366, 0.308, 0.243], [0.931, 0.383, 0.222], [-0.077, -0.380, 0.612], [-1.369, -0.447, 0.431], [-2.482, -0.598, -0.454], [-2.576, -0.088, 0.920], [4.625, 0.501, -0.001], [0.557, 1.291, -0.250], [-2.979, -1.548, -0.610], [-2.558, 0.154, -1.241]]
}

=====

Name the least stable of them. arrangement B.

=====

Arrangement A

{
  "formula": "C6H4O",
  "method": "ωB97M-V/def2-TZVPD",
  "lumo_ev": 0.57,
  "e_homo_ha": -0.35192,
  "homo_lumo_gap_ha": 0.3729,
  "symbols": ["C", "C", "C", "C", "C", "C", "O", "H", "H", "H", "H"],
  "coordinates": [[-1.192, 2.951, 0.553], [-0.670, 1.811, 0.394], [-0.115, 0.510, 0.245], [-0.706, -0.717, 0.239], [0.314, -1.646, -0.113], [1.441, -0.904, -0.296], [1.203, 0.403, -0.088], [-1.200, 2.370, -0.593], [-1.750, -0.907, 0.443], [0.218, -2.716, -0.217], [2.456, -1.154, -0.567]]
}

=====

Arrangement B

{
  "formula": "C6H4O",
  "method": "ωB97M-V/def2-TZVPD",
  "lumo_ev": 0.65,
  "e_homo_ha": -0.30517,
  "homo_lumo_gap_ha": 0.3289,
  "smiles": "C=C1C=CC1=C=O",
  "symbols": ["C", "C", "C", "C", "C", "C", "O", "H", "H", "H", "H"],
  "coordinates": [[-1.786, -0.192, -0.681], [-0.579, 0.194, -0.169], [-0.074, 1.234, 0.736], [1.160, 0.742, 0.863], [0.947, -0.425, 0.018], [1.456, -1.541, -0.429], [1.941, -2.451, -0.956], [-2.071, -1.187, -1.196], [-2.477, 0.563, -0.849], [-0.527, 2.044, 1.190], [2.008, 1.020, 1.472]]
}

=====

Arrangement C

{
  "formula": "C6H4O",
  "method": "ωB97M-V/def2-TZVPD",
  "lumo_ev": 0.47,
  "e_homo_ha": -0.37147,
  "homo_lumo_gap_ha": 0.3888,
  "smiles": "C#CC(=O)C#CC",
  "symbols": ["C", "C", "C", "O", "C", "C", "C", "H", "H", "H", "H"],
  "coordinates": [[-2.269, 0.934, -1.809], [-1.654, 0.877, -0.777], [-0.944, 0.770, 0.483], [-0.457, 1.720, 1.051], [-0.749, -0.633, 0.918], [0.416, -0.957, 0.731], [1.851, -0.944, 0.559], [-2.831, 0.991, -2.713], [2.297, -1.895, 0.844], [2.245, -0.145, 1.197], [2.096, -0.718, -0.484]]
}

=====

Name the least stable of them. arrangement C.

=====

Arrangement A

{
  "formula": "C6H4O",
  "method": "ωB97M-V/def2-TZVPD",
  "lumo_ev": -0.32,
  "e_homo_ha": -0.32947,
  "homo_lumo_gap_ha": 0.3177,
  "symbols": ["C", "C", "C", "C", "C", "C", "O", "H", "H", "H", "H"],
  "coordinates": [[3.116, 0.463, 0.653], [1.997, 0.021, 0.166], [0.551, 0.020, 0.303], [-0.399, 0.988, 0.224], [-1.616, 0.311, -0.107], [-1.310, -1.008, -0.166], [0.000, -1.205, 0.090], [2.335, -0.501, -0.751], [-0.239, 2.053, 0.325], [-2.568, 0.761, -0.343], [-1.865, -1.904, -0.395]]
}

=====

Arrangement B

{
  "formula": "C6H4O",
  "method": "ωB97M-V/def2-TZVPD",
  "lumo_ev": -0.37,
  "e_homo_ha": -0.33385,
  "homo_lumo_gap_ha": 0.3204,
  "smiles": "C=C=C=C=O.C#C",
  "symbols": ["C", "C", "C", "C", "O", "H", "H", "C", "C", "H", "H"],
  "coordinates": [[0.762, -1.475, 1.208], [0.910, -1.281, -0.090], [0.831, -0.823, -1.281], [0.062, 0.123, -1.819], [-0.458, 0.790, -2.609], [0.095, -2.246, 1.572], [1.482, -1.063, 1.906], [-0.743, 0.942, 0.395], [-1.145, 2.039, 0.053], [-0.293, -0.017, 0.915], [-1.503, 3.012, -0.249]]
}

=====

Arrangement C

{
  "formula": "C6H4O",
  "method": "ωB97M-V/def2-TZVPD",
  "lumo_ev": 0.16,
  "e_homo_ha": -0.32548,
  "homo_lumo_gap_ha": 0.3312,
  "smiles": "C#Cc1ccco1",
  "symbols": ["C", "C", "C", "C", "C", "C", "O", "H", "H", "H", "H"],
  "coordinates": [[-2.115, -0.173, -2.230], [-1.361, -0.189, -1.262], [-0.406, -0.124, -0.252], [0.931, -0.402, -0.243], [1.379, -0.060, 1.064], [0.284, 0.399, 1.728], [-0.800, 0.393, 0.939], [-1.577, 0.398, -2.976], [1.512, -0.783, -1.074], [2.375, -0.170, 1.464], [0.103, 0.740, 2.734]]
}

=====

Name the least stable of them. arrangement B.